Record 1
{
  "formula": "C16H16O3",
  "method": "ωB97M-V with the def2-TZVPD basis set",
  "elements": ["C", "C", "C", "C", "C", "C", "C", "C", "C", "C", "C", "C", "C", "O", "C", "O", "C", "C", "O", "H", "H", "H", "H", "H", "H", "H", "H", "H", "H", "H", "H", "H", "H", "H", "H"],
  "positions_angstrom": [[-9.22850, 0.47613, -1.95245], [-7.84920, 0.34991, -1.48965], [-6.68245, 0.31116, -1.18256], [-5.29148, 0.33226, -0.78858], [-4.11174, 0.43642, -0.49823], [-2.73743, 0.59945, -0.19382], [-1.57873, 0.76289, 0.09847], [-0.22110, 1.11337, 0.31388], [0.77006, 0.19499, 0.10851], [2.21972, 0.60601, 0.09189], [2.58315, 0.99710, -1.33235], [4.11975, 1.18814, -1.45420], [4.82939, -0.06345, -0.92644], [4.44932, -0.40639, 0.41170], [3.06315, -0.57872, 0.57906], [2.80970, -0.79165, 1.97009], [2.25717, -1.93165, 2.40218], [2.13148, -2.06034, 3.91103], [1.76202, -2.81096, 1.75278], [-9.47031, -0.28339, -2.68207], [-9.91120, 0.40052, -1.07395], [-9.34432, 1.44527, -2.40928], [-0.02318, 2.15011, 0.55625], [0.49797, -0.81619, -0.25621], [2.31209, 1.45093, 0.77209], [2.00760, 1.89205, -1.63447], [2.29376, 0.20897, -2.01219], [4.39028, 2.08340, -0.92167], [4.40518, 1.31874, -2.49579], [5.90424, 0.07234, -0.92919], [4.65722, -0.88450, -1.56611], [2.71856, -1.45263, 0.01326], [1.74504, -3.04208, 4.15422], [3.10784, -1.92079, 4.38714], [1.41496, -1.34742, 4.27667]],
  "atomic_forces_ev_per_a": [[0.0, -0.1, 1.2], [0.6, 0.0, -0.1], [2.1, 0.0, 0.8], [-1.2, 0.2, -0.5], [0.4, 0.0, 0.0], [-1.9, -0.3, -0.2], [-0.4, 0.3, -0.2], [1.1, -1.8, -0.4], [-1.2, 1.2, -0.2], [-0.7, -0.5, 0.5], [0.9, 0.5, -0.2], [-0.9, -0.7, 0.0], [-0.1, 1.3, 0.8], [-0.2, 0.3, 0.4], [-0.3, 0.0, -0.6], [0.7, 0.4, -0.3], [-1.2, -1.1, 1.3], [1.0, 0.3, -0.2], [0.4, 0.2, -1.5], [-0.1, -0.2, -0.1], [0.3, 0.0, -0.7], [-0.2, 0.4, -0.2], [0.2, 0.0, 0.2], [0.2, 0.6, 0.5], [0.4, 0.1, 0.1], [0.4, -0.3, 0.2], [-0.2, -0.4, -0.3], [0.4, 0.3, 0.4], [0.0, 0.1, -0.1], [0.2, 0.1, 0.3], [-0.6, -1.2, -0.9], [0.1, -0.2, 0.1], [0.1, -0.2, -0.2], [-0.3, 0.2, 0.1], [-0.1, 0.6, 0.2]],
  "nbo_charge": [-0.688, 0.079, -0.094, -0.058, 0.055, -0.107, 0.048, -0.287, -0.100, -0.322, -0.385, -0.426, -0.068, -0.521, 0.390, -0.506, 0.809, -0.709, -0.594, 0.242, 0.242, 0.242, 0.226, 0.224, 0.223, 0.223, 0.203, 0.207, 0.216, 0.200, 0.166, 0.166, 0.237, 0.229, 0.235],
  "de_lowest_kj_mol": 502.0,
  "e_tot_ev": -22988.5446,
  "total_charge": 0,
  "smiles": "CC#CC#CC#C/C=C/[C@@H]1CCCO[C@H]1OC(C)=O",
  "largest_force_ha_per_bohr": 0.0432,
  "homo_lumo_gap_ev": 8.637
}

Record 2
{
  "formula": "CH2F2O3S",
  "method": "ωB97M-V with the def2-TZVPD basis set",
  "elements": ["C", "O", "O", "O", "F", "F", "S", "H", "H"],
  "positions_angstrom": [[0.11857, -0.06889, -0.18556], [0.44992, -2.05464, -2.58849], [-0.99657, -0.09355, -3.24812], [0.54258, 0.20228, -1.26264], [1.47259, 0.00513, -3.43482], [-1.32954, 0.71750, -4.35089], [0.33479, -1.15621, -3.68686], [-0.86699, 0.36331, 0.26806], [0.78914, -0.56104, 0.47996]],
  "atomic_forces_ev_per_a": [[-0.9, 1.8, 1.0], [-0.4, 0.0, -0.3], [0.4, -1.0, 0.0], [-0.4, 0.5, 0.1], [-0.8, -1.2, -1.1], [0.3, -0.3, -0.2], [0.5, 2.1, 0.2], [1.1, -0.8, -0.9], [0.3, -1.0, 1.1]],
  "nbo_charge": [0.293, -0.845, -0.306, -0.509, -0.487, -0.129, 1.771, 0.103, 0.110],
  "de_lowest_kj_mol": 44.6,
  "e_tot_ev": -23476.3838,
  "total_charge": 0,
  "largest_force_ha_per_bohr": 0.0432,
  "homo_lumo_gap_ev": 10.453
}